54
Properties=species:S:1:pos:R:3 method="wB97M-V/def2-TZVPD" max_force_ev_per_a=19.183 multiplicity=1 smiles="COc1cccc(NC(=O)[C@H](Sc2nnc(Nc3ccccc3C)s2)c2ccccc2)c1" e_tot_ha=-2092.89782
C -7.098 -1.621 -0.603
O -6.080 -2.578 -0.471
C -4.862 -2.399 -0.361
C -4.116 -3.419 -0.190
C -2.727 -3.212 -0.091
C -2.267 -2.086 0.089
C -3.083 -0.970 -0.266
N -2.421 0.201 -0.533
C -3.016 1.666 -0.567
O -4.237 1.771 -0.845
C -2.113 2.713 -0.548
S -1.066 2.565 -2.077
C 0.373 1.601 -1.559
N 0.331 0.949 -0.674
N 1.437 0.192 -0.510
C 2.442 0.560 -1.190
N 3.648 -0.073 -1.264
C 4.245 -0.949 -0.399
C 3.636 -1.261 0.697
C 4.255 -2.382 1.297
C 5.542 -2.719 1.493
C 6.205 -2.113 0.187
C 5.498 -1.100 -0.563
C 6.457 -0.691 -1.637
S 1.767 1.774 -2.394
C -1.173 2.816 0.609
C -1.484 2.238 1.821
C -0.558 2.638 2.791
C 0.336 3.501 2.922
C 0.548 4.154 1.543
C -0.309 4.021 0.677
C -4.372 -1.261 -0.599
H -7.977 -2.099 -0.739
H -6.949 -0.821 0.021
H -6.872 -1.203 -1.539
H -4.450 -4.477 -0.021
H -2.108 -3.870 0.235
H -1.220 -1.694 -0.081
H -1.397 0.437 -0.368
H -2.592 3.805 -0.932
H 4.280 0.513 -2.084
H 2.703 -1.329 0.877
H 3.770 -2.944 2.332
H 6.198 -3.525 1.843
H 7.146 -2.369 -0.090
H 6.309 0.541 -1.449
H 7.290 -1.055 -1.794
H 5.856 -0.980 -2.728
H -2.241 1.390 1.800
H -0.773 2.008 3.757
H 0.981 3.800 3.430
H 1.324 4.941 1.760
H -0.013 4.593 -0.334
H -5.005 -0.189 -0.682

***

60
Properties=species:S:1:pos:R:3 method="wB97M-V/def2-TZVPD" max_force_ev_per_a=1.850 multiplicity=1 e_above_lowest_ev=0.0000 e_tot_ha=-4537.58572
Pt 0.259 -0.291 0.258
C -3.873 -2.359 0.319
C -2.600 -2.815 -0.325
C -2.555 -3.137 -1.683
C -1.363 -3.528 -2.252
C -0.228 -3.602 -1.452
C -0.358 -3.242 -0.125
N -1.510 -2.872 0.440
Sb 1.282 -3.305 1.237
C 0.497 -1.851 2.631
C 0.363 -2.259 3.944
C -0.020 -1.339 4.910
C -0.191 -0.025 4.538
C -0.038 0.356 3.206
C -0.134 1.797 2.821
N 0.258 -0.567 2.275
C 2.583 -1.873 0.247
C 3.745 -2.295 -0.366
C 4.562 -1.356 -0.979
C 4.226 -0.022 -0.907
C 3.051 0.368 -0.279
C 2.671 1.810 -0.187
N 2.246 -0.559 0.280
H -4.590 -3.181 0.382
H -4.329 -1.556 -0.261
H -3.666 -1.992 1.322
H -3.449 -3.040 -2.284
H -1.304 -3.745 -3.310
H 0.732 -3.877 -1.871
H 0.558 -3.290 4.209
H -0.147 -1.642 5.941
H -0.439 0.733 5.267
H -0.146 2.417 3.715
H -1.028 1.984 2.232
H 0.722 2.076 2.204
H 4.000 -3.346 -0.377
H 5.456 -1.666 -1.505
H 4.845 0.735 -1.366
H 3.291 2.407 -0.852
H 2.818 2.160 0.838
H 1.627 1.968 -0.452
O 1.488 1.429 -3.543
As -0.024 0.749 -2.876
O -0.879 0.220 -4.149
O 0.637 -0.328 -1.724
C -0.636 2.372 -1.983
C -0.038 3.579 -2.346
C -0.464 4.776 -1.789
C -1.499 4.789 -0.865
C -2.108 3.600 -0.501
C -1.677 2.406 -1.062
S -2.457 0.907 -0.523
O -1.989 -0.112 -1.450
O -3.881 1.091 -0.519
O -1.820 0.630 0.795
H 1.513 1.122 -4.458
H 0.767 3.571 -3.067
H 0.010 5.702 -2.087
H -1.838 5.724 -0.437
H -2.931 3.590 0.202

***

66
Properties=species:S:1:pos:R:3 method="wB97M-V/def2-TZVPD" max_force_ev_per_a=0.483 multiplicity=1 e_above_lowest_ev=0.3979 e_tot_ha=-5263.94575 charge=+1
Ti -0.181 0.475 0.247
C 3.978 1.599 -0.433
C 2.610 1.843 -0.440
N 1.947 0.722 -0.164
N 2.860 -0.267 0.000
C 4.088 0.255 -0.148
B 2.260 -1.678 0.245
N 1.501 -1.558 1.599
C 1.643 -2.283 2.721
C 1.028 -1.616 3.762
C 0.519 -0.456 3.192
N 0.818 -0.420 1.894
N 1.235 -1.921 -0.916
C 1.273 -2.825 -1.901
C 0.199 -2.610 -2.750
C -0.470 -1.529 -2.201
N 0.163 -1.112 -1.099
N 3.208 -2.849 0.269
C 4.539 -3.032 0.062
C 4.816 -4.364 0.210
C 3.568 -4.949 0.490
N 2.609 -4.046 0.526
H 4.776 2.296 -0.614
H 2.071 2.750 -0.648
H 4.972 -0.343 -0.051
H 2.180 -3.214 2.691
H 0.968 -1.924 4.790
H -0.061 0.340 3.628
H 2.048 -3.572 -1.917
H -0.059 -3.169 -3.630
H -1.378 -1.036 -2.512
H 5.210 -2.233 -0.182
H 5.776 -4.842 0.119
H 3.333 -5.985 0.672
B -2.743 0.899 2.607
N -2.025 2.093 1.897
C -2.446 3.347 1.920
C -1.408 4.198 1.528
C -0.355 3.350 1.277
N -0.718 2.066 1.503
N -2.728 -0.383 1.721
C -3.604 -1.377 1.876
C -3.117 -2.519 1.264
C -1.897 -2.131 0.738
N -1.667 -0.839 1.016
H -2.164 0.685 3.638
H -3.885 1.221 2.766
H -3.449 3.568 2.244
H -1.432 5.270 1.458
H 0.642 3.570 0.933
H -4.507 -1.205 2.437
H -3.580 -3.487 1.205
H -1.185 -2.705 0.170
Br -5.740 3.173 -4.096
C -3.896 3.247 -3.748
C -3.088 4.119 -4.479
N -1.779 4.232 -4.293
C -1.219 3.475 -3.360
C -1.946 2.579 -2.583
C -3.320 2.455 -2.777
C -1.276 1.775 -1.564
O -1.888 0.905 -0.867
O -0.037 1.885 -1.294
H -3.531 4.748 -5.243
H -0.149 3.575 -3.223
H -3.906 1.767 -2.183

***

80
Properties=species:S:1:pos:R:3 method="wB97M-V/def2-TZVPD" max_force_ev_per_a=1.795 multiplicity=1 e_tot_ha=-7028.64361
C -7.267 -3.417 2.588
C -6.517 -4.648 2.106
C -5.296 -4.351 1.196
Br -5.567 -2.803 0.044
C -4.063 -4.133 2.040
C -3.591 -2.819 2.347
C -2.510 -2.627 3.144
P -2.034 -0.901 3.495
N -3.258 0.001 3.917
C -1.808 -3.738 3.676
N -0.732 -3.740 4.458
S -0.371 -5.269 4.749
N -1.531 -6.010 3.919
C -2.264 -5.050 3.362
C -3.400 -5.214 2.531
H -6.544 -2.654 2.866
H -7.856 -3.623 3.477
H -7.907 -2.981 1.831
H -6.105 -5.115 2.995
H -7.167 -5.382 1.640
H -5.137 -5.170 0.511
H -4.101 -1.960 1.941
H -1.412 -0.403 2.337
H -1.070 -0.918 4.517
H -4.123 -0.521 3.952
H -3.740 -6.209 2.285
C -6.703 2.409 0.204
C -5.840 1.148 0.366
C -4.321 1.325 0.453
F -3.823 1.884 -0.669
F -3.754 0.102 0.592
F -6.144 0.248 -0.596
F -6.204 0.597 1.557
O -7.148 2.753 -1.098
C -6.389 3.524 -1.943
C -5.981 2.758 -3.204
F -5.301 1.639 -2.891
F -5.178 3.548 -3.954
F -5.326 4.066 -1.321
F -7.171 4.545 -2.355
H -7.626 2.176 0.734
H -6.266 3.264 0.720
H -4.052 1.936 1.318
H -6.866 2.489 -3.783
C 2.891 1.983 -0.954
C 3.584 0.613 -0.851
C 2.731 -0.637 -1.079
F 1.748 -0.739 -0.165
F 3.525 -1.728 -0.964
F 4.252 0.524 0.314
F 4.519 0.594 -1.853
O 2.493 2.617 0.248
C 1.271 2.367 0.824
C 1.412 1.717 2.202
F 2.116 0.571 2.129
F 0.174 1.421 2.666
F 0.467 1.651 0.016
F 0.674 3.560 1.023
H 3.657 2.647 -1.351
H 2.088 1.973 -1.690
H 2.295 -0.627 -2.082
H 1.909 2.396 2.898
C 10.014 0.620 -3.996
C 9.910 1.991 -4.682
C 10.538 3.193 -3.973
F 9.966 3.418 -2.774
F 10.352 4.294 -4.738
F 8.622 2.254 -4.992
F 10.593 1.873 -5.856
O 8.903 0.160 -3.249
C 8.739 0.482 -1.922
C 7.479 1.316 -1.690
F 7.504 2.450 -2.424
F 7.410 1.671 -0.385
F 9.836 1.071 -1.408
F 8.561 -0.677 -1.254
H 10.081 -0.090 -4.818
H 10.944 0.522 -3.435
H 11.612 3.040 -3.839
H 6.587 0.752 -1.952

***

56
Properties=species:S:1:pos:R:3 method="wB97M-V/def2-TZVPD" max_force_ev_per_a=1.246 multiplicity=1 e_above_lowest_ev=0.3149 e_tot_ha=-4512.70260 charge=+1
Pt -0.335 -0.497 0.815
F -5.881 3.078 3.028
C -5.129 2.229 2.354
C -5.706 1.141 1.725
F -7.010 0.947 1.801
C -4.904 0.262 1.013
F -5.505 -0.745 0.386
C -3.529 0.421 0.935
P -2.464 -0.833 0.146
C -2.947 -0.877 -1.588
C -2.762 -2.032 -2.346
C -3.056 -2.027 -3.700
C -3.518 -0.867 -4.307
C -3.684 0.291 -3.560
C -3.396 0.288 -2.204
C -2.947 -2.394 0.934
C -3.934 -3.228 0.409
C -4.254 -4.415 1.049
C -3.594 -4.778 2.215
C -2.615 -3.951 2.748
C -2.290 -2.764 2.109
C -2.982 1.530 1.572
Br -1.129 1.894 1.423
C -3.759 2.433 2.264
F -3.229 3.502 2.845
H -2.397 -2.942 -1.884
H -2.929 -2.930 -4.282
H -3.747 -0.864 -5.364
H -4.038 1.197 -4.032
H -3.527 1.198 -1.630
H -4.464 -2.950 -0.492
H -5.025 -5.054 0.639
H -3.847 -5.705 2.712
H -2.102 -4.228 3.658
H -1.516 -2.135 2.540
C 2.067 1.644 2.174
C 2.406 0.167 2.122
C 3.467 -0.131 1.075
O 1.268 -0.652 1.914
H 2.947 2.232 2.438
H 1.297 1.842 2.919
H 1.724 1.991 1.192
H 2.798 -0.123 3.103
H 3.129 0.203 0.089
H 3.663 -1.205 1.037
H 4.406 0.378 1.300
C 0.787 -3.447 0.025
C 1.248 -2.358 -0.877
C 2.331 -2.580 -1.874
O 0.778 -1.216 -0.796
H 1.192 -4.418 -0.244
H -0.306 -3.474 0.017
H 1.100 -3.184 1.040
H 2.425 -3.624 -2.159
H 3.265 -2.266 -1.395
H 2.180 -1.946 -2.746

***

56
Properties=species:S:1:pos:R:3 method="wB97M-V/def2-TZVPD" max_force_ev_per_a=1.853 multiplicity=1 e_above_lowest_ev=1.1813 e_tot_ha=-4512.67076 charge=+1
Pt 0.664 -1.083 0.747
F 1.910 -1.354 -6.512
C 1.563 -0.988 -5.289
C 0.851 0.192 -5.083
F 0.500 0.955 -6.110
C 0.517 0.559 -3.783
F -0.132 1.705 -3.582
C 0.835 -0.222 -2.674
P 0.246 0.315 -1.009
C 0.876 2.003 -0.838
C 0.216 2.823 0.077
C 0.634 4.127 0.259
C 1.728 4.604 -0.446
C 2.439 3.763 -1.291
C 2.018 2.460 -1.492
C -1.550 0.408 -1.294
C -2.220 1.576 -1.637
C -3.594 1.552 -1.803
C -4.302 0.377 -1.610
C -3.635 -0.791 -1.271
C -2.262 -0.778 -1.111
C 1.532 -1.406 -2.906
Br 1.999 -2.600 -1.508
C 1.907 -1.779 -4.194
F 2.590 -2.900 -4.388
H -0.625 2.427 0.631
H 0.108 4.776 0.942
H 2.036 5.631 -0.329
H 3.321 4.131 -1.792
H 2.571 1.804 -2.154
H -1.674 2.495 -1.776
H -4.112 2.455 -2.090
H -5.376 0.371 -1.716
H -4.189 -1.708 -1.135
H -1.731 -1.686 -0.831
C 1.023 -3.518 4.107
C 1.458 -3.391 2.627
C 2.896 -3.919 2.453
O 1.386 -2.076 2.265
H 1.210 -4.524 4.465
H -0.038 -3.294 4.194
H 1.583 -2.812 4.713
H 0.782 -4.027 2.023
H 3.598 -3.269 2.967
H 3.150 -3.949 1.394
H 2.963 -4.919 2.870
C -2.330 1.575 3.319
C -1.464 0.429 2.905
C -0.881 -0.413 3.985
O -1.244 0.213 1.722
H -2.990 1.296 4.138
H -2.903 1.943 2.471
H -1.687 2.379 3.681
H -1.173 -0.086 4.977
H 0.207 -0.412 3.896
H -1.209 -1.439 3.827

***

58
Properties=species:S:1:pos:R:3 method="wB97M-V/def2-TZVPD" max_force_ev_per_a=0.990 multiplicity=1 e_above_lowest_ev=0.0000 smiles="NC(=O)c1c(NC(=O)COC(=O)c2ccc(S(=O)(=O)Nc3ccccc3)cc2)sc2c1CCCC2" e_tot_ha=-2340.52609
N -0.382 0.124 3.454
C -0.264 -0.814 2.489
O -0.564 -0.535 1.327
C 0.207 -2.146 2.878
C 0.067 -3.193 1.984
N -0.442 -3.081 0.717
C -0.588 -4.142 -0.103
O -0.288 -5.273 0.222
C -1.169 -3.810 -1.469
O -1.391 -2.414 -1.601
C -1.391 -1.917 -2.849
O -1.234 -2.595 -3.832
C -1.613 -0.448 -2.872
C -1.520 0.338 -1.723
C -1.737 1.702 -1.816
C -2.043 2.263 -3.040
S -2.340 4.026 -3.121
O -3.339 4.372 -2.154
O -2.527 4.416 -4.486
N -0.917 4.663 -2.495
C 0.208 4.923 -3.275
C 1.052 5.985 -2.963
C 2.185 6.217 -3.721
C 2.484 5.402 -4.799
C 1.644 4.347 -5.111
C 0.514 4.099 -4.352
C -2.141 1.497 -4.186
C -1.919 0.135 -4.102
S 0.582 -4.709 2.605
C 1.049 -3.934 4.094
C 0.805 -2.597 4.101
C 1.195 -1.748 5.278
C 2.192 -2.484 6.175
C 1.690 -3.891 6.483
C 1.674 -4.718 5.198
H -0.296 -0.092 4.428
H -0.763 1.016 3.183
H -0.679 -2.118 0.449
H -0.487 -4.161 -2.253
H -2.115 -4.353 -1.589
H -1.273 -0.103 -0.771
H -1.678 2.335 -0.946
H -1.098 5.325 -1.757
H 0.816 6.625 -2.125
H 2.833 7.044 -3.470
H 3.365 5.590 -5.394
H 1.869 3.706 -5.950
H -0.140 3.278 -4.596
H -2.388 1.980 -5.118
H -1.981 -0.498 -4.975
H 0.304 -1.509 5.872
H 1.646 -0.815 4.932
H 3.156 -2.551 5.667
H 2.334 -1.920 7.098
H 0.681 -3.833 6.895
H 2.331 -4.370 7.223
H 2.698 -4.983 4.917
H 1.128 -5.652 5.346

***

56
Properties=species:S:1:pos:R:3 method="wB97M-V/def2-TZVPD" max_force_ev_per_a=1.243 multiplicity=1 e_above_lowest_ev=2.5462 smiles="Cc1ccc(-n2c(Cc3cccn3C)nnc2SCC(=O)Nc2ccc3c(c2)OCO3)cc1" e_tot_ha=-1826.06091
C -3.436 -3.089 4.677
C -2.515 -2.826 3.527
C -2.114 -3.845 2.673
C -1.267 -3.593 1.608
C -0.814 -2.301 1.392
N 0.026 -2.003 0.299
C -0.284 -2.001 -1.038
C -1.609 -2.405 -1.579
C -2.621 -1.356 -1.236
C -3.579 -1.368 -0.252
C -4.242 -0.129 -0.300
C -3.659 0.595 -1.304
N -2.669 -0.147 -1.866
C -1.865 0.261 -2.986
N 0.713 -1.520 -1.722
N 1.704 -1.206 -0.867
C 1.290 -1.491 0.342
S 2.197 -1.335 1.814
C 3.864 -1.062 1.118
C 4.139 0.418 0.858
O 4.904 1.046 1.557
N 3.443 0.891 -0.200
C 3.356 2.208 -0.657
C 4.168 3.229 -0.175
C 4.033 4.536 -0.635
C 3.066 4.783 -1.578
C 2.257 3.757 -2.070
C 2.380 2.464 -1.633
O 1.384 4.268 -2.997
C 1.667 5.649 -3.071
O 2.715 5.966 -2.183
C -1.205 -1.268 2.236
C -2.047 -1.537 3.293
H -4.255 -2.372 4.673
H -2.899 -2.977 5.619
H -3.846 -4.095 4.633
H -2.473 -4.850 2.835
H -0.963 -4.395 0.952
H -1.923 -3.347 -1.127
H -1.507 -2.532 -2.657
H -3.779 -2.179 0.422
H -5.050 0.190 0.329
H -3.880 1.581 -1.662
H -2.232 -0.195 -3.910
H -0.826 -0.039 -2.843
H -1.915 1.344 -3.087
H 3.934 -1.656 0.207
H 4.557 -1.426 1.875
H 2.837 0.219 -0.686
H 4.908 2.999 0.572
H 4.661 5.325 -0.258
H 1.758 1.676 -2.024
H 0.765 6.222 -2.799
H 1.964 5.910 -4.099
H -0.860 -0.263 2.046
H -2.355 -0.732 3.944